This record from the OMol25 dataset describes 9 unconnected molecules or ions with the total composition C44H113N7O16. The level of theory is ωB97M-V/def2-TZVPD.

Results
relative energy (zero: lowest compared OMol25 entry of this formula, charge and spin) = 589.3 kJ/mol
strongest force on any atom = 2.505 eV/Å
multiplicity = 1
E_tot = -90638.10843 eV
structure (SMILES) = COCCNCCOC.COCCNCCOC.COCCNCCOC.COCCNCCOC.COCCNCCOC.COCCNCCOC.COCCNCCOC.CO.CO
Kohn-Sham gap = 8.791 eV
E_LUMO = 0.0196 hartree

Last columns: bonded neighbours and bond lengths (Å).
Positions of all 180 atoms, in Å:
1 O 1.26033 -2.06711 4.28548  C26 1.473, C58 1.404
2 O 0.04305 1.42491 3.84496  C67 1.414, H135 0.960
3 O 2.33842 5.57269 2.96738  C39 1.429, C46 1.469
4 O -0.83790 7.36617 6.04956  C30 1.403, C34 1.443
5 O -5.05664 -0.33453 -3.81384  C61 1.426, C63 1.390
6 O 1.59329 2.93275 -2.38143  C25 1.397, C42 1.403
7 O 5.02840 -5.09088 -4.03675  C28 1.427, C52 1.373
8 O 1.68879 0.92570 -6.45794  C60 1.392, C66 1.390
9 O 4.19975 0.85537 0.65472  C47 1.394, C65 1.446
10 O -0.13098 1.02570 1.22915  C38 1.408, H120 0.960
11 O -8.17319 -2.88695 4.01039  C54 1.408, C59 1.369
12 O -3.91276 -1.49700 1.97558  C33 1.400, C64 1.437
13 O 2.52224 -4.32266 -0.13366  C31 1.402, C51 1.440
14 O 1.84945 -1.69714 -3.19559  C27 1.425, C41 1.444
15 O -3.98500 2.49937 -0.05899  C37 1.380, C50 1.380
16 O -1.31268 -5.64166 2.61658  C29 1.411, C55 1.446
17 N 2.97554 3.28956 -5.07897  C24 1.442, C32 1.500, H142 1.010
18 N 2.27965 6.46577 5.71925  C40 1.453, C49 1.457, H172 1.010
19 N -3.08683 1.38306 -2.66325  C35 1.484, C57 1.478, H77 1.010
20 N -6.93379 -0.61672 1.25659  C45 1.440, C53 1.494, H170 1.010
21 N -0.13322 -5.60706 -0.09742  C36 1.501, C44 1.489, H138 1.010
22 N 2.62598 -3.84975 -4.89354  C43 1.444, C56 1.469, H103 1.010
23 N 3.86986 0.16704 3.81056  C48 1.466, C62 1.508, H128 1.010
24 C 3.64636 2.08744 -5.50755  N17 1.442, C60 1.563, H95 1.090, H126 1.090
25 C 0.90541 4.14599 -2.46177  O6 1.397, H75 1.090, H89 1.090, H180 1.090
26 C 2.65350 -1.97758 3.81711  O1 1.473, C48 1.494, H102 1.090, H123 1.090
27 C 1.02884 -2.08757 -4.29329  O14 1.425, C56 1.544, H137 1.090, H139 1.090
28 C 6.41907 -5.21152 -4.33259  O7 1.427, H105 1.090, H114 1.090, H144 1.090
29 C -2.22536 -5.00691 3.48526  O16 1.411, H132 1.090, H141 1.090, H148 1.090
30 C -1.68166 7.46549 4.93274  O4 1.403, H115 1.090, H149 1.090, H177 1.090
31 C 2.88906 -2.98054 -0.30227  O13 1.402, H79 1.090, H92 1.090, H97 1.090
32 C 3.46900 3.80610 -3.76015  N17 1.500, C42 1.549, H124 1.090, H143 1.090
33 C -2.93659 -0.65626 2.52460  O12 1.400, H81 1.090, H134 1.090, H146 1.090
34 C 0.37455 8.13533 5.90451  O4 1.443, C49 1.562, H87 1.090, H101 1.090
35 C -2.22556 1.43523 -1.45585  N19 1.484, C50 1.590, H110 1.090, H156 1.090
36 C -0.85511 -6.74117 0.56909  N21 1.501, C55 1.526, H106 1.090, H173 1.090
37 C -4.38575 3.41927 0.88910  O15 1.380, H86 1.090, H111 1.090, H125 1.090
38 C 1.11369 1.16596 0.58542  O10 1.408, H140 1.090, H147 1.090, H155 1.090
39 C 2.90733 4.99986 1.78805  O3 1.429, H91 1.090, H104 1.090, H176 1.090
40 C 1.48082 5.31461 5.33588  N18 1.453, C46 1.569, H68 1.090, H160 1.090
41 C 1.51425 -0.40434 -2.64618  O14 1.444, H72 1.090, H121 1.090, H169 1.090
42 C 2.98681 3.02578 -2.51202  O6 1.403, C32 1.549, H127 1.090, H159 1.090
43 C 2.77542 -5.28586 -4.88083  N22 1.444, C52 1.560, H85 1.090, H179 1.090
44 C 1.03844 -6.12091 -0.85897  N21 1.489, C51 1.506, H69 1.090, H99 1.090
45 C -5.70510 0.08375 0.98846  N20 1.440, C64 1.600, H90 1.090, H136 1.090
46 C 2.11561 4.63259 4.07331  O3 1.469, C40 1.569, H118 1.090, H166 1.090
47 C 5.01208 1.19580 1.73511  O9 1.394, C62 1.513, H93 1.090, H108 1.090
48 C 3.04716 -0.76655 3.03591  N23 1.466, C26 1.494, H74 1.090, H152 1.090
49 C 1.60054 7.43320 6.57080  N18 1.457, C34 1.562, H76 1.090, H171 1.090
50 C -2.68726 2.62712 -0.51090  O15 1.380, C35 1.590, H151 1.090, H157 1.090
51 C 1.91323 -4.96551 -1.26890  O13 1.440, C44 1.506, H80 1.090, H130 1.090
52 C 4.25691 -5.77030 -4.94720  O7 1.373, C43 1.560, H154 1.090, H164 1.090
53 C -6.92464 -1.44928 2.49651  N20 1.494, C54 1.543, H122 1.090, H174 1.090
54 C -8.23887 -2.20774 2.77849  O11 1.408, C53 1.543, H109 1.090, H175 1.090
55 C -1.96891 -6.16800 1.44086  O16 1.446, C36 1.526, H96 1.090, H165 1.090
56 C 1.21230 -3.59086 -4.59178  N22 1.469, C27 1.544, H73 1.090, H98 1.090
57 C -2.83377 0.01872 -3.17209  N19 1.478, C63 1.508, H83 1.090, H178 1.090
58 C 0.32521 -2.47716 3.32231  O1 1.404, H94 1.090, H112 1.090, H133 1.090
59 C -9.40427 -3.37309 4.36199  O11 1.369, H84 1.090, H158 1.090, H162 1.090
60 C 2.96953 1.39528 -6.73455  O8 1.392, C24 1.563, H129 1.090, H153 1.090
61 C -6.00050 -0.89639 -4.72281  O5 1.426, H117 1.090, H150 1.090, H163 1.090
62 C 4.16323 1.38570 2.97252  N23 1.508, C47 1.513, H70 1.090, H78 1.090
63 C -3.76457 -0.27015 -4.32223  O5 1.390, C57 1.508, H71 1.090, H107 1.090
64 C -4.50041 -0.94902 0.78458  O12 1.437, C45 1.600, H161 1.090, H167 1.090
65 C 4.92366 0.70972 -0.58850  O9 1.446, H88 1.090, H116 1.090, H168 1.090
66 C 1.12519 0.23329 -7.52385  O8 1.390, H100 1.090, H119 1.090, H145 1.090
67 C -0.98575 2.28996 4.28445  O2 1.414, H82 1.090, H113 1.090, H131 1.090
68 H 1.36924 4.58169 6.13494  C40 1.090
69 H 0.71960 -6.60041 -1.78446  C44 1.090
70 H 3.23012 1.85437 2.65986  C62 1.090
71 H -3.76962 0.54864 -5.04170  C63 1.090
72 H 0.47019 -0.15644 -2.45493  C41 1.090
73 H 0.56914 -3.96670 -5.38751  C56 1.090
74 H 3.48611 -1.03884 2.07608  C48 1.090
75 H 1.28331 4.81981 -1.69284  C25 1.090
76 H 1.29278 6.93141 7.48818  C49 1.090
77 H -4.05098 1.34284 -2.36508  N19 1.010
78 H 4.67190 2.10508 3.61427  C62 1.090
79 H 3.40183 -2.59952 0.58090  C31 1.090
80 H 2.73677 -5.31009 -1.89432  C51 1.090
81 H -2.28957 -1.20983 3.20506  C33 1.090
82 H -1.46730 1.81010 5.13647  C67 1.090
83 H -3.01772 -0.69153 -2.36598  C57 1.090
84 H -10.04972 -2.58824 4.75632  C59 1.090
85 H 2.18337 -5.73338 -5.67915  C43 1.090
86 H -3.98510 3.01786 1.81994  C37 1.090
87 H 0.26581 9.10296 6.39436  C34 1.090
88 H 4.35037 0.19289 -1.35813  C65 1.090
89 H -0.14992 3.99205 -2.23664  C25 1.090
90 H -5.44069 0.81849 1.74896  C45 1.090
91 H 3.89430 4.60547 2.02977  C39 1.090
92 H 3.50118 -2.74153 -1.17191  C31 1.090
93 H 5.41977 2.18328 1.51879  C47 1.090
94 H 0.14446 -1.73646 2.54334  C58 1.090
95 H 4.67041 2.38706 -5.73034  C24 1.090
96 H -2.49939 -5.45913 0.80510  C55 1.090
97 H 1.95796 -2.45160 -0.50572  C31 1.090
98 H 0.84157 -4.16245 -3.74093  C56 1.090
99 H 1.62913 -6.76939 -0.21194  C44 1.090
100 H 1.45305 0.62457 -8.48692  C66 1.090
101 H 0.59065 8.42468 4.87607  C34 1.090
102 H 3.27622 -2.11610 4.70093  C26 1.090
103 H 3.17941 -3.45717 -4.14541  N22 1.010
104 H 3.17620 5.77601 1.07153  C39 1.090
105 H 6.70129 -6.24269 -4.12011  C28 1.090
106 H -1.36758 -7.38699 -0.14392  C36 1.090
107 H -3.49277 -1.16447 -4.88296  C63 1.090
108 H 5.79811 0.48382 1.98678  C47 1.090
109 H -9.06449 -1.50782 2.90716  C54 1.090
110 H -2.21498 0.51543 -0.87108  C35 1.090
111 H -4.03026 4.44730 0.81926  C37 1.090
112 H -0.60943 -2.67799 3.84597  C58 1.090
113 H -1.74536 2.45590 3.52055  C67 1.090
114 H 7.07479 -4.61017 -3.70292  C28 1.090
115 H -1.85856 8.52230 4.73283  C30 1.090
116 H 5.27834 1.65437 -1.00073  C65 1.090
117 H -6.28556 -0.22698 -5.53443  C61 1.090
118 H 3.05980 4.14125 4.30825  C46 1.090
119 H 0.03773 0.25314 -7.59558  C66 1.090
120 H -0.12345 1.00037 2.18878  O10 0.960
121 H 2.12702 -0.22802 -1.76214  C41 1.090
122 H -6.68563 -0.84995 3.37501  C53 1.090
123 H 2.89783 -2.88836 3.27040  C26 1.090
124 H 4.54621 3.91731 -3.88403  C32 1.090
125 H -5.46730 3.44029 1.02293  C37 1.090
126 H 3.70123 1.37576 -4.68377  C24 1.090
127 H 3.44389 3.49821 -1.64254  C42 1.090
128 H 4.74159 -0.32104 3.95876  N23 1.010
129 H 3.62607 0.53802 -6.88343  C60 1.090
130 H 1.34385 -4.25955 -1.87349  C51 1.090
131 H -0.56575 3.24732 4.59293  C67 1.090
132 H -1.67513 -4.56985 4.31852  C29 1.090
133 H 0.61673 -3.37001 2.76919  C58 1.090
134 H -2.28579 -0.18473 1.78824  C33 1.090
135 H 0.72965 1.41861 4.51589  O2 0.960
136 H -5.81317 0.73236 0.11913  C45 1.090
137 H -0.01267 -1.98167 -3.98973  C27 1.090
138 H 0.13784 -5.02628 0.68316  N21 1.010
139 H 1.20762 -1.43709 -5.14945  C27 1.090
140 H 1.66604 0.23495 0.45801  C38 1.090
141 H -2.90979 -5.71420 3.95365  C29 1.090
142 H 2.03207 2.93701 -5.00363  N17 1.010
143 H 3.21675 4.85978 -3.64086  C32 1.090
144 H 6.73495 -4.99810 -5.35376  C28 1.090
145 H 1.43394 -0.80851 -7.43763  C66 1.090
146 H -3.34234 0.15575 3.12801  C33 1.090
147 H 1.04272 1.49557 -0.45112  C38 1.090
148 H -2.80617 -4.18273 3.07114  C29 1.090
149 H -1.17160 7.16275 4.01825  C30 1.090
150 H -6.90305 -1.09192 -4.14377  C61 1.090
151 H -2.05627 2.64719 0.37767  C50 1.090
152 H 2.10341 -0.26936 2.81181  C48 1.090
153 H 2.99170 2.14050 -7.52969  C60 1.090
154 H 4.40060 -6.83683 -4.77412  C52 1.090
155 H 1.67779 1.93959 1.10636  C38 1.090
156 H -1.19517 1.54163 -1.79506  C35 1.090
157 H -2.53377 3.56851 -1.03847  C50 1.090
158 H -9.26717 -4.02968 5.22117  C59 1.090
159 H 3.35425 2.00105 -2.56692  C42 1.090
160 H 0.44460 5.52795 5.07350  C40 1.090
161 H -4.85390 -1.77112 0.16225  C64 1.090
162 H -9.82815 -4.04691 3.61742  C59 1.090
163 H -5.65650 -1.82777 -5.17258  C61 1.090
164 H 4.52316 -5.62315 -5.99389  C52 1.090
165 H -2.59640 -6.99140 1.78198  C55 1.090
166 H 1.48363 3.84476 3.66338  C46 1.090
167 H -3.76632 -0.55360 0.08255  C64 1.090
168 H 5.75935 0.06066 -0.32687  C65 1.090
169 H 1.85941 0.31359 -3.39018  C41 1.090
170 H -6.98011 -1.18513 0.42301  N20 1.010
171 H 2.24408 8.21601 6.97224  C49 1.090
172 H 2.46603 6.84962 4.80381  N18 1.010
173 H -0.23678 -7.37488 1.20485  C36 1.090
174 H -6.13167 -2.19703 2.48322  C53 1.090
175 H -8.46613 -2.78234 1.88056  C54 1.090
176 H 2.29803 4.17594 1.41654  C39 1.090
177 H -2.64421 6.98469 5.10718  C30 1.090
178 H -1.81953 -0.13410 -3.54095  C57 1.090
179 H 2.35044 -5.69809 -3.96565  C43 1.090
180 H 1.01052 4.47534 -3.49549  C25 1.090